# 1
Computed, not measured: the ion C5H13N2 with charge +1 in a non-equilibrium geometry, with the ωB97M-V functional and the def2-TZVPD basis.

```
20
Properties=species:S:1:pos:R:3:mulliken_charge:R:1
C 1.71789 -1.59242 0.43157 -0.902
C 1.32800 -0.38782 0.00787 0.227
N 1.69383 0.81464 0.93451 -0.204
C 0.19767 -0.04408 -0.99104 -0.700
C -1.06261 0.55696 -0.29861 0.309
C -1.52661 -0.38457 0.80417 -1.174
N -2.12246 0.68411 -1.25078 -0.644
H 2.68517 -1.74136 0.92469 0.368
H 0.96635 -2.35919 0.36481 0.262
H 0.87721 1.41383 1.04636 0.280
H 2.00464 0.37951 1.80093 0.404
H 2.49272 1.34275 0.57153 0.373
H 0.79376 0.70134 -1.56866 0.307
H 0.09622 -1.02670 -1.45310 0.407
H -0.71149 1.45613 0.25847 0.126
H -1.54688 -1.41829 0.42402 0.295
H -0.73635 -0.32246 1.55578 0.266
H -2.40710 -0.09613 1.35016 0.458
H -2.05037 1.41046 -1.95920 0.258
H -2.94025 1.01283 -0.74005 0.283
```

Charge ... +1
Gap between HOMO and LUMO ... 9.4 eV
2S+1 ... 1
Highest occupied orbital energy ... -13.300 eV
SMILES string ... C=C([NH3+])C[C@H](C)N

***

# 2
Computed, not measured: the ion C5H13N2 with charge +1, with the ωB97M-V functional and the def2-TZVPD basis.

```
20
Properties=species:S:1:pos:R:3:mulliken_charge:R:1
C -0.23734 1.53175 -0.64658 -1.818
C -0.24197 0.06133 -0.21489 1.822
C -1.64489 -0.34972 0.24002 -2.093
C 0.21064 -0.84448 -1.37227 -1.470
C 0.78205 -0.16022 0.91187 0.444
N 1.94205 0.44467 0.79285 -0.316
N 0.56630 -0.94506 1.95114 -0.331
H -0.23069 2.20106 0.21113 0.408
H -1.14140 1.73577 -1.21379 0.431
H 0.60511 1.76767 -1.29230 0.481
H -2.34629 -0.17227 -0.57020 0.459
H -1.97028 0.23905 1.09442 0.461
H -1.69641 -1.40900 0.48027 0.494
H 0.09243 -1.89369 -1.11271 0.398
H 1.24949 -0.67020 -1.64050 0.353
H -0.40605 -0.64028 -2.24213 0.429
H 2.11520 1.05183 0.00450 0.207
H 2.70021 0.31220 1.44729 0.215
H 1.27547 -1.11975 2.64951 0.221
H -0.33235 -1.38641 2.07783 0.205
```

Charge ... +1
Gap between HOMO and LUMO ... 12.6 eV
2S+1 ... 1
Highest occupied orbital energy ... -15.732 eV
SMILES string ... CC(C)(C)C(N)=[NH2+]

***

# 3
Computed, not measured: the ion C5H13N2 with charge +1 in a non-equilibrium geometry, with the ωB97M-V functional and the def2-TZVPD basis.

```
20
Properties=species:S:1:pos:R:3:mulliken_charge:R:1
C 1.81185 1.85005 -0.73552 -1.127
C 1.42863 0.61532 -0.37845 0.694
N 1.43421 -0.44465 -1.36544 -0.564
C 0.40996 0.52061 0.74180 -0.874
C -0.62538 -0.60867 0.55633 0.236
C -1.71867 -0.77490 1.60767 -1.481
N -1.29430 -0.47779 -0.79274 -0.274
H 1.76857 2.64110 0.00101 0.295
H 2.45099 2.00086 -1.60073 0.276
H 1.72058 -1.34748 -1.00760 0.214
H 2.07507 -0.19517 -2.10896 0.239
H 0.99766 0.44130 1.67176 0.400
H -0.07071 1.50630 0.83681 0.378
H -0.02574 -1.50285 0.44164 0.270
H -2.37936 0.10125 1.63062 0.381
H -2.34412 -1.64177 1.36873 0.443
H -1.34104 -1.10543 2.58878 0.375
H -0.51564 -0.21883 -1.43967 0.407
H -2.18627 0.01828 -0.83037 0.346
H -1.59630 -1.37753 -1.18566 0.367
```

Charge ... +1
Gap between HOMO and LUMO ... 9.5 eV
2S+1 ... 1
Highest occupied orbital energy ... -12.748 eV
SMILES string ... C=C(N)C[C@@H](C)[NH3+]

***

# 4
Computed, not measured: the ion C5H13N2 with charge +1 in a non-equilibrium geometry, with the ωB97M-V functional and the def2-TZVPD basis.

```
20
Properties=species:S:1:pos:R:3:mulliken_charge:R:1
C -0.79348 -0.83176 -1.17060 -2.319
C -0.61066 -0.02657 0.18652 1.517
N -1.71278 -0.54706 0.91723 -0.637
C -0.51711 1.54116 -0.06366 -1.021
C 1.05359 1.38335 0.08572 -0.555
C 0.84109 -0.00696 0.72827 -0.497
N 1.56284 -1.17691 0.12892 -0.159
H -0.90429 -1.93218 -0.80149 0.545
H -0.11482 -0.66311 -2.01115 0.526
H -1.63534 -0.41478 -1.63623 0.523
H -1.73014 -0.04693 1.77575 0.273
H -2.60516 -0.51561 0.49854 0.228
H -0.81528 2.16519 0.82985 0.291
H -0.77567 1.90999 -0.93904 0.372
H 1.31057 1.48170 -0.95571 0.253
H 1.40782 2.25217 0.68750 0.301
H 0.85132 -0.14277 1.75068 0.391
H 2.48644 -1.08595 -0.22810 0.327
H 0.94560 -1.47435 -0.59025 0.281
H 1.75545 -1.86862 0.80725 0.360
```

Charge ... +1
Gap between HOMO and LUMO ... 9.9 eV
2S+1 ... 1
Highest occupied orbital energy ... -13.242 eV
SMILES string ... C[C@]1(N)CC[C@@H]1[NH3+]

***

# 5
Computed, not measured: the ion C5H13N2 with charge +1 in a non-equilibrium geometry, with the ωB97M-V functional and the def2-TZVPD basis.

```
20
Properties=species:S:1:pos:R:3:mulliken_charge:R:1
C 3.12590 -0.35436 0.69442 -1.279
C 1.62136 -0.22574 0.86436 -0.040
C 0.92372 0.19442 -0.44004 -1.258
C -0.57854 0.24501 -0.35840 -0.025
N -1.08780 1.58459 0.05278 -0.235
C -1.35022 -0.82633 -0.50561 -0.108
N -2.71926 -0.89907 -0.46473 -0.502
H 3.59205 0.61224 0.48032 0.333
H 3.34980 -0.96933 -0.17848 0.335
H 3.63191 -0.72963 1.57988 0.362
H 1.18922 -1.19942 1.11082 0.302
H 1.40813 0.41911 1.72411 0.287
H 1.15865 -0.60594 -1.14871 0.385
H 1.39519 1.06389 -0.90518 0.489
H -1.73067 1.51596 0.84065 0.372
H -0.29355 2.12192 0.38391 0.395
H -1.50168 2.11290 -0.71961 0.345
H -0.86744 -1.73738 -0.79880 0.380
H -3.19366 -1.57915 -1.03641 0.274
H -3.22340 -0.02560 -0.51411 0.190
```

Charge ... +1
Gap between HOMO and LUMO ... 9.3 eV
2S+1 ... 1
Highest occupied orbital energy ... -12.953 eV
SMILES string ... CCC/C([NH3+])=C/N

***

# 6
Computed, not measured: the ion C5H13N2 with charge +1 in a non-equilibrium geometry, with the ωB97M-V functional and the def2-TZVPD basis.

```
20
Properties=species:S:1:pos:R:3:mulliken_charge:R:1
C 1.40605 -1.98510 -0.60048 -0.917
C 0.36297 -1.18148 -0.56141 0.507
N -0.13422 -0.65099 -1.85409 -0.240
C -0.40719 -0.61908 0.57828 -1.186
C -0.00859 0.83011 0.85710 0.549
C -0.68387 1.39112 2.09869 -1.520
N -0.28755 1.62548 -0.38943 -0.685
H 1.87466 -2.31636 -1.50956 0.293
H 1.74948 -2.31720 0.37869 0.261
H 0.61043 -0.67307 -2.54900 0.377
H -1.02277 -1.01855 -2.19158 0.361
H -0.31849 0.37441 -1.67063 0.340
H -1.47251 -0.65451 0.33567 0.312
H -0.25229 -1.23653 1.45799 0.479
H 1.06769 0.85391 1.06193 0.321
H -1.76148 1.47156 1.96589 0.402
H -0.52125 0.70359 2.91987 0.394
H -0.23932 2.34536 2.35356 0.399
H -1.12630 2.17157 -0.17597 0.286
H 0.41663 2.36059 -0.40096 0.267
```

Charge ... +1
Gap between HOMO and LUMO ... 11.2 eV
2S+1 ... 1
Highest occupied orbital energy ... -14.226 eV
SMILES string ... C=C([NH3+])C[C@H](C)N

***

# 7
Computed, not measured: the ion C5H13N2 with charge +1 in a non-equilibrium geometry, with the ωB97M-V functional and the def2-TZVPD basis.

```
20
Properties=species:S:1:pos:R:3:mulliken_charge:R:1
C -0.71232 1.11177 -1.27152 -0.192
N 0.16402 0.18076 -1.28940 0.177
C 0.91096 -0.27481 -2.45936 -0.770
C 0.58955 -0.30006 0.00053 -0.621
N -0.33812 0.05283 0.97628 0.114
C -1.38517 -0.86854 1.20627 -1.011
C 0.43832 0.52658 2.18979 -1.072
H -1.10068 1.47965 -2.20936 0.283
H -1.13566 1.54214 -0.36705 0.338
H 1.97212 0.14322 -2.30029 0.354
H 1.01052 -1.38504 -2.34676 0.302
H 0.73718 0.25984 -3.38693 0.322
H 0.68869 -1.46347 -0.21152 0.284
H 1.45072 0.29001 0.15225 0.398
H -0.99739 -1.90807 1.17044 0.336
H -1.82549 -0.72465 2.14928 0.388
H -2.16718 -0.79391 0.47579 0.296
H 1.28037 1.18297 1.94849 0.419
H -0.34192 1.24151 2.74764 0.294
H 0.76149 -0.29273 2.82541 0.363
```

Charge ... +1
Gap between HOMO and LUMO ... 8.8 eV
2S+1 ... 1
Highest occupied orbital energy ... -13.334 eV
SMILES string ... C=[N+](C)CN(C)C

***

# 8
Computed, not measured: the ion C5H13N2 with charge +1 in a non-equilibrium geometry, with the ωB97M-V functional and the def2-TZVPD basis.

```
20
Properties=species:S:1:pos:R:3:mulliken_charge:R:1
C -2.51865 -0.57410 -0.36093 -0.926
C -1.96988 0.65406 0.17059 0.080
N -0.82119 1.01726 0.35938 -0.500
N 0.60295 0.22030 0.11475 0.260
C 0.99476 -1.33507 -0.02438 -0.918
C 1.18532 0.53406 1.43219 -0.861
C 1.25709 0.83682 -1.04894 -0.785
H -1.93225 -0.89295 -1.33112 0.263
H -2.60731 -1.36745 0.34191 0.290
H -3.57982 -0.40977 -0.76716 0.318
H -2.61534 1.44526 0.23921 0.487
H 0.58087 -1.87194 0.73335 0.406
H 0.86323 -1.68252 -1.05202 0.345
H 2.06561 -1.34130 -0.11705 0.433
H 0.54236 -0.05260 2.09295 0.435
H 2.28565 0.33030 1.32214 0.380
H 1.19261 1.61998 1.77670 0.281
H 1.02635 0.24163 -1.95666 0.330
H 1.05947 1.95275 -1.01833 0.323
H 2.38817 0.67528 -0.90658 0.358
```

Charge ... +1
Gap between HOMO and LUMO ... 12.0 eV
2S+1 ... 1
Highest occupied orbital energy ... -15.120 eV
SMILES string ... C/C=N\[N+](C)(C)C

***

# 9
Computed, not measured: the ion C5H13N2O with charge -1 in a non-equilibrium geometry, with the ωB97M-V functional and the def2-TZVPD basis.

```
21
Properties=species:S:1:pos:R:3:mulliken_charge:R:1
C 0.19217 1.66281 0.79582 -1.397
C 0.14464 0.38997 -0.01153 0.375
C -1.05367 0.33109 -0.97084 -1.052
C -2.41361 0.18408 -0.31738 -0.325
N -2.71703 -1.22978 -0.09588 -0.462
N 1.35871 0.08822 -0.78086 -0.551
C 2.49152 -0.41348 0.13630 -0.345
O 2.06307 -1.07372 1.19098 -0.849
H 0.64499 2.50718 0.25852 0.311
H 0.67976 1.51764 1.74450 0.303
H -0.79954 2.05458 0.96695 0.436
H 0.04480 -0.48926 0.63299 0.276
H -1.07181 1.15060 -1.70294 0.235
H -0.85638 -0.51110 -1.64636 0.439
H -3.22551 0.60856 -0.88546 0.307
H -2.41270 0.67465 0.65967 0.227
H -3.64268 -1.49880 0.17856 0.136
H -2.19348 -1.91279 -0.61284 0.158
H 1.67825 1.01449 -1.07460 0.328
H 3.05367 0.50771 0.46226 0.181
H 3.13003 -1.00473 -0.55528 0.268
```

Charge ... -1
Gap between HOMO and LUMO ... 6.1 eV
2S+1 ... 1
Highest occupied orbital energy ... -2.317 eV
SMILES string ... C[C@@H](CCN)NC[O-]

***

# 10
Computed, not measured: the ion C5H13N2O with charge -1 in a non-equilibrium geometry, with the ωB97M-V functional and the def2-TZVPD basis.

```
21
Properties=species:S:1:pos:R:3:mulliken_charge:R:1
C 1.12937 0.30289 1.09916 -0.422
N -0.20319 0.85018 1.39404 -0.534
C -0.65978 1.94963 0.52029 -0.677
C -0.67293 1.72785 -0.98071 -0.413
O -1.54896 0.68252 -1.37618 -0.607
C 1.02832 -1.20801 0.81633 -1.022
N 0.29726 -1.42386 -0.38878 -0.269
C 0.56225 -2.68979 -0.94362 -1.204
H 1.52338 0.76598 0.17615 0.192
H 1.79999 0.49833 1.94045 0.376
H -0.83232 0.08454 1.11864 0.359
H -1.62301 2.35792 0.87485 0.311
H 0.07178 2.74154 0.72124 0.360
H 0.32082 1.48084 -1.31529 0.237
H -0.91726 2.64139 -1.54812 0.371
H 2.07250 -1.56013 0.75085 0.443
H 0.55315 -1.61243 1.74005 0.243
H -0.99891 -0.16900 -1.14648 0.370
H 1.63164 -3.00103 -1.01731 0.269
H 0.13055 -3.55922 -0.40079 0.273
H 0.20763 -2.76141 -1.92583 0.344
```

Charge ... -1
Gap between HOMO and LUMO ... 6.1 eV
2S+1 ... 1
Highest occupied orbital energy ... -1.924 eV

***

# 11
Computed, not measured: the ion C5H13N2O with charge -1 in a non-equilibrium geometry, with the ωB97M-V functional and the def2-TZVPD basis.

```
21
Properties=species:S:1:pos:R:3:mulliken_charge:R:1
C -1.60967 -2.62505 0.17523 -0.951
N -0.90110 -1.33862 0.04546 -0.135
C -1.74148 -0.11242 -0.04009 -0.592
C -1.06245 1.13169 -0.70086 -0.549
N 0.18258 1.65607 0.10192 -0.511
C 1.49672 1.59370 -0.56000 -0.446
C 2.24999 0.31248 0.01586 -0.298
O 1.52844 -0.24377 0.98416 -0.936
H -2.08380 -2.77993 1.11058 0.354
H -0.93920 -3.49523 0.01809 0.305
H -2.49849 -2.82842 -0.56146 0.258
H -0.12180 -1.21782 0.64801 0.215
H -2.78098 -0.43174 -0.39251 0.395
H -2.08918 0.39772 0.96078 0.182
H -0.55565 0.97915 -1.71720 0.270
H -1.73528 1.95195 -0.92141 0.304
H 0.22982 1.06492 1.04398 0.300
H 2.18156 2.40045 -0.28760 0.338
H 1.43019 1.52746 -1.69916 0.125
H 2.56505 -0.43704 -0.82453 0.157
H 3.20120 0.79414 0.37672 0.215
```

Charge ... -1
Gap between HOMO and LUMO ... 6.7 eV
2S+1 ... 1
Highest occupied orbital energy ... -2.811 eV
SMILES string ... CNCCNCC[O-]

***

# 12
Computed, not measured: the ion C5H13N2O with charge -2 in a non-equilibrium geometry, with the ωB97M-V functional and the def2-TZVPD basis.

```
21
Properties=species:S:1:pos:R:3:mulliken_spin:R:1
C -2.19991 0.64247 -0.57125 2.517
N -1.24177 0.61807 0.54532 -0.252
C 0.12921 0.46101 0.14419 -0.932
C 0.80070 -0.74045 0.87915 0.509
C 1.31893 -1.84897 -0.09452 0.890
N 0.47341 -2.16524 -1.24389 0.732
C 0.81044 1.92814 0.47393 0.062
O 0.17846 2.66196 1.39599 -0.080
H -3.22025 0.56365 -0.14807 -0.791
H -2.19345 -0.36458 -1.00937 -0.429
H -2.11953 1.51650 -1.20754 -0.089
H -1.27314 1.58696 0.99502 0.023
H 0.39023 0.47773 -0.92271 0.156
H 0.20692 -1.01670 1.72023 -0.104
H 1.67805 -0.22260 1.35818 0.041
H 1.36233 -2.73947 0.55129 -0.536
H 2.27780 -1.45725 -0.42786 -0.157
H -0.41436 -2.54992 -0.93302 -0.334
H 0.28824 -1.35196 -1.81252 -0.293
H 1.83672 1.57580 0.82783 0.060
H 0.91096 2.42484 -0.52040 0.006
```

⟨S²⟩ ... 0.75
Charge ... -2
Gap between HOMO and LUMO (alpha / beta) ... 2.4 / 6.9 eV
2S+1 ... 2
Highest occupied orbital energy (alpha / beta) ... 4.295 / 0.009 eV

***

Calculated relative energy (zero: lowest compared OMol25 entry of this formula, charge and spin) in order - 318.4, 0.0, 174.6, 327.7, 171.8, 129.2, 340.6, 491.6, 104.7, 129.4, 237.2, 136.2 kJ/mol